Record 1
Below is C50H42N2O3RuTe as an isolated structure at a distorted geometry, with properties calculated with ωB97M-V with the def2-TZVPD basis set.

ΔE to the lowest compared entry with this formula, charge and spin: 49.3 kcal per mole
Spin multiplicity: 2
Strongest force on any atom: 3.98 eV Å⁻¹
Net charge: +1
LUMO level (alpha / beta): -4.88 / -3.64 eV
⟨S²⟩: 1.189
HOMO level (alpha / beta): -10.57 / -10.56 eV
Gap between HOMO and LUMO (alpha / beta): 0.20906 / 0.25440 Eh

Last column: Löwdin charge in e.
CARTESIAN COORDINATES (ANGSTROEM)
Ru: -0.39 0.37 0.07  1.3124
O: 0.21 0.05 -1.94  -0.5162
C: 1.36 0.48 -2.55  -0.5148
C: 2.58 -0.25 -1.95  -0.0861
C: 2.97 0.12 -0.55  -0.2506
C: 4.32 0.04 -0.22  -0.0045
C: 4.73 0.38 1.06  -0.0187
C: 3.78 0.81 1.97  -0.0059
C: 2.45 0.86 1.59  -0.2394
C: 1.40 1.31 2.56  -0.0343
C: 0.47 0.14 3.04  -0.4852
O: -0.43 -0.12 2.07  -0.3110
C: -0.25 0.61 4.32  -0.1320
C: -1.64 0.62 4.34  -0.0207
C: -2.32 1.06 5.46  -0.0759
C: -1.63 1.50 6.57  -0.0867
C: -0.25 1.47 6.56  -0.0716
C: 0.44 1.03 5.45  -0.0348
C: 1.23 -1.14 3.39  -0.1306
C: 2.43 -1.16 4.09  -0.0457
C: 3.04 -2.36 4.40  -0.0670
C: 2.46 -3.56 4.02  -0.0821
C: 1.26 -3.55 3.32  -0.0679
C: 0.66 -2.35 3.01  -0.0234
N: 2.06 0.51 0.35  0.1568
C: 1.27 0.15 -4.05  -0.1419
C: 2.34 0.35 -4.91  -0.0260
C: 2.23 0.04 -6.25  -0.0658
C: 1.04 -0.44 -6.76  -0.0822
C: -0.05 -0.60 -5.91  -0.0698
C: 0.07 -0.31 -4.57  -0.0327
C: 1.49 2.00 -2.49  -0.1498
C: 0.33 2.76 -2.65  -0.0305
C: 0.40 4.13 -2.79  -0.0857
C: 1.63 4.76 -2.76  -0.0822
C: 2.79 4.03 -2.56  -0.0621
C: 2.72 2.65 -2.42  -0.0258
H: 3.45 -0.11 -2.59  0.1104
H: 2.35 -1.33 -1.97  0.0761
H: 5.04 -0.28 -0.95  0.1227
H: 5.77 0.32 1.34  0.1184
H: 4.08 1.13 2.95  0.1179
H: 0.72 2.02 2.06  0.1164
H: 1.87 1.79 3.41  0.1158
H: -2.17 0.30 3.46  0.1031
H: -3.40 1.07 5.45  0.1010
H: -2.16 1.86 7.43  0.1031
H: 0.31 1.81 7.43  0.1051
H: 1.52 1.01 5.48  0.1006
H: 2.90 -0.25 4.41  0.0965
H: 3.96 -2.37 4.96  0.1055
H: 2.93 -4.50 4.27  0.1035
H: 0.80 -4.49 3.03  0.1011
H: -0.28 -2.34 2.47  0.0893
H: 3.27 0.75 -4.53  0.1106
H: 3.08 0.19 -6.90  0.1074
H: 0.95 -0.69 -7.80  0.1042
H: -1.00 -0.95 -6.30  0.1042
H: -0.78 -0.42 -3.91  0.0852
H: -0.63 2.25 -2.72  0.1155
H: -0.50 4.71 -2.95  0.0995
H: 1.69 5.83 -2.90  0.1032
H: 3.75 4.52 -2.53  0.1084
H: 3.63 2.09 -2.29  0.1097
O: -1.31 2.46 0.57  -0.1962
N: -2.15 3.31 0.06  -0.2044
C: -3.40 2.93 -0.24  0.0087
C: -4.30 3.82 -0.77  -0.0232
C: -3.93 5.14 -1.00  -0.0341
C: -2.63 5.51 -0.67  -0.0257
C: -1.76 4.58 -0.15  -0.0021
H: -3.63 1.89 -0.06  0.1205
H: -5.30 3.48 -1.02  0.1188
H: -4.62 5.85 -1.41  0.1162
H: -2.28 6.52 -0.84  0.1223
H: -0.74 4.81 0.12  0.1463
Te: -0.09 -2.36 -1.20  1.6570
C: -0.65 -4.34 -0.53  -0.4750
C: -1.45 -4.59 0.57  -0.1386
C: -1.83 -5.89 0.87  -0.0736
C: -1.40 -6.94 0.08  -0.0706
C: -0.58 -6.70 -1.01  -0.0766
C: -0.19 -5.41 -1.31  -0.1526
C: -2.12 -1.70 -1.23  -0.4812
C: -2.72 -1.25 -0.06  -0.1875
C: -4.06 -0.88 -0.07  -0.0835
C: -4.78 -0.93 -1.25  -0.0686
C: -4.18 -1.35 -2.42  -0.0510
C: -2.85 -1.74 -2.41  -0.1135
H: -1.80 -3.78 1.18  0.0879
H: -2.46 -6.08 1.73  0.1101
H: -1.70 -7.95 0.31  0.1090
H: -0.27 -7.52 -1.65  0.1093
H: 0.47 -5.21 -2.14  0.0891
H: -2.19 -1.29 0.89  0.0745
H: -4.54 -0.58 0.85  0.1162
H: -5.83 -0.67 -1.25  0.1113
H: -4.74 -1.39 -3.34  0.1145
H: -2.38 -2.10 -3.32  0.1025

Record 2
Below is a 2-piece molecular cluster, C3H11N2S overall at a distorted geometry, with properties calculated with ωB97M-V with the def2-TZVPD basis set.

ΔE to the lowest compared entry with this formula, charge and spin: 57.4 kcal per mole
Strongest force on any atom: 4.04 eV Å⁻¹
Net charge: +1
LUMO level: -3.15 eV
HOMO level: -12.93 eV
Gap between HOMO and LUMO: 0.35950 Eh

Last column: Löwdin charge in e.
CARTESIAN COORDINATES (ANGSTROEM)
C: 0.86 1.21 -0.36  -0.0385
C: 0.12 -0.06 0.06  -0.2851
C: 0.92 -1.26 0.01  -0.2830
N: 0.95 -2.41 0.74  0.1263
N: -0.29 -1.05 -1.04  0.1163
S: -2.53 2.58 0.23  0.5330
H: 1.09 1.61 0.66  0.1136
H: 1.75 0.97 -0.93  0.0767
H: 0.15 2.04 -0.79  0.0917
H: -0.73 0.05 0.80  0.1514
H: 1.87 -1.19 -0.66  0.1950
H: 1.70 -2.99 0.55  0.0787
H: 0.28 -2.58 1.54  0.1524
H: -0.09 -0.63 -2.06  0.2214
H: -2.07 1.82 1.22  -0.2298
H: -1.11 -1.73 -0.89  0.1965
H: -2.87 3.64 0.92  -0.2166

Record 3
Below is one molecule with the formula C19H20ClFN4O2S at a distorted geometry, with properties calculated with ωB97M-V with the def2-TZVPD basis set.

ΔE to the lowest compared entry with this formula, charge and spin: 89.3 kcal per mole
Strongest force on any atom: 6.22 eV Å⁻¹
LUMO level: -0.04 eV
HOMO level: -8.36 eV
SMILES: CN(C)S(=O)(=O)c1cncc(-c2cn(C/C(F)=C/CN)c3ccc(Cl)cc23)c1
Gap between HOMO and LUMO: 0.30574 Eh

Last column: Löwdin charge in e.
CARTESIAN COORDINATES (ANGSTROEM)
O: -1.96 -5.93 0.18  -0.3154
O: -1.58 -4.79 -1.97  -0.3403
F: 0.18 3.31 -1.39  0.1036
Cl: 3.88 0.95 4.82  0.6439
N: -1.61 -2.39 2.65  0.0936
C: 0.90 -0.41 0.57  -0.0529
C: 0.95 0.23 -0.66  0.0057
C: 1.90 4.64 -2.01  -0.0112
C: 1.44 3.38 -1.72  -0.2749
C: -0.73 -1.46 2.24  -0.0773
C: -2.03 -3.30 1.80  -0.1440
C: 4.07 1.85 2.30  -0.1373
C: 2.40 0.26 2.68  -0.0337
C: 3.60 1.97 0.98  0.0328
C: -0.68 -2.28 0.10  0.0164
C: 3.49 1.02 3.09  -0.6605
C: -0.20 -1.37 0.98  -0.1726
C: 1.88 0.36 1.39  -0.0911
C: 2.53 1.21 0.51  -0.2031
C: -1.70 -3.27 0.44  -0.1974
N: 1.41 6.76 -0.96  -0.0381
N: 1.93 1.19 -0.71  -0.0350
N: -3.92 -4.50 -0.74  -0.3482
C: -4.33 -3.95 -1.99  -0.1575
C: -4.81 -4.34 0.48  -0.0659
C: 1.04 5.94 -2.13  -0.2618
C: 2.28 2.11 -1.77  -0.0337
S: -2.18 -4.68 -0.57  0.7706
H: 0.36 -0.07 -1.51  0.1370
H: 2.90 4.78 -2.27  0.0855
H: -0.53 -0.71 3.00  0.1241
H: -2.62 -4.00 2.24  0.0753
H: 4.95 2.30 2.41  0.0769
H: 2.01 -0.46 3.38  0.1037
H: 4.24 2.64 0.36  0.1246
H: -0.02 -2.30 -0.83  0.1469
H: 1.68 6.19 -0.11  0.0891
H: 0.74 7.50 -0.75  0.0685
H: -4.01 -4.62 -2.83  0.0959
H: -5.44 -3.95 -2.14  0.0987
H: -3.98 -2.93 -2.11  0.0767
H: -5.03 -3.29 0.63  0.0756
H: -5.77 -4.92 0.22  0.1138
H: -4.30 -4.84 1.30  0.0641
H: -0.03 5.69 -2.17  0.0939
H: 1.18 6.47 -3.07  0.0990
H: 2.18 1.69 -2.71  0.1090
H: 3.33 2.35 -1.63  0.1269

Record 4
Below is one molecule with the formula C2H4N4O at a distorted geometry, with properties calculated with ωB97M-V with the def2-TZVPD basis set.

ΔE to the lowest compared entry with this formula, charge and spin: 86.6 kcal per mole
Strongest force on any atom: 4.94 eV Å⁻¹
LUMO level: 0.66 eV
HOMO level: -8.25 eV
SMILES: [H]/N=c1/[nH]cnn1O
Gap between HOMO and LUMO: 0.32770 Eh

Last column: Löwdin charge in e.
CARTESIAN COORDINATES (ANGSTROEM)
C: 1.56 -0.76 0.04  -0.1712
C: -0.02 0.86 -0.10  -0.4416
H: -2.48 -0.76 -0.56  0.1611
H: 2.49 -1.16 0.16  0.0909
H: 1.80 1.43 0.56  0.2108
H: -1.53 2.03 0.14  0.0442
N: -0.52 -0.50 -0.14  -0.1442
N: 0.46 -1.37 -0.14  0.0698
N: 1.31 0.58 0.06  0.0836
N: -0.52 2.03 -0.06  0.0970
O: -1.84 -0.91 0.26  -0.0005

Record 5
Below is a 2-piece molecular cluster, C2H10NOSi overall at a distorted geometry, with properties calculated with ωB97M-V with the def2-TZVPD basis set.

ΔE to the lowest compared entry with this formula, charge and spin: 48.9 kcal per mole
Strongest force on any atom: 3.80 eV Å⁻¹
Net charge: +1
LUMO level: -4.19 eV
HOMO level: -15.48 eV
Gap between HOMO and LUMO: 0.41483 Eh

Last column: Löwdin charge in e.
CARTESIAN COORDINATES (ANGSTROEM)
C: 1.42 0.71 2.43  -0.0525
C: -1.93 -1.06 -1.65  -0.0838
N: -0.64 -0.71 -0.83  -0.1237
O: 1.03 1.12 1.09  -0.3613
Si: 1.06 1.09 -0.50  0.8354
H: 1.73 1.62 3.00  0.1142
H: 2.34 0.11 2.20  0.0915
H: 0.63 -0.07 2.87  0.1429
H: -2.71 -1.55 -1.07  0.0673
H: -1.62 -1.84 -2.31  0.0543
H: 0.39 2.29 -1.21  0.0034
H: -0.18 -1.58 -0.41  0.1094
H: -1.04 -0.29 0.09  0.0929
H: 1.82 0.24 -1.46  -0.0270
H: -2.29 -0.09 -2.26  0.1369

Record 6
Below is one molecule with the formula C15H14BrN3O3, with properties calculated with ωB97M-V with the def2-TZVPD basis set.

ΔE to the lowest compared entry with this formula, charge and spin: 0.0 kcal per mole
Strongest force on any atom: 0.49 eV Å⁻¹
LUMO level: 0.42 eV
HOMO level: -8.44 eV
SMILES: O=C(CCNC(=O)c1ccc(Br)cc1)Nc1ncccc1O
Gap between HOMO and LUMO: 0.32555 Eh

Last column: Löwdin charge in e.
CARTESIAN COORDINATES (ANGSTROEM)
O: -1.87 -1.82 -1.81  0.0606
C: -1.87 -2.64 -0.90  -0.4564
N: -2.09 -2.34 0.39  0.1805
C: -2.27 -1.13 1.09  -0.2186
N: -2.58 -1.37 2.35  0.1184
C: -2.74 -0.37 3.20  -0.1527
C: -2.60 0.96 2.81  -0.0622
C: -2.28 1.22 1.50  -0.0011
C: -2.10 0.17 0.58  -0.2617
O: -1.77 0.50 -0.67  0.0605
H: -1.81 -0.29 -1.26  0.0632
H: -2.15 2.22 1.13  0.1236
H: -2.73 1.76 3.52  0.1009
H: -2.99 -0.65 4.21  0.1023
H: -2.09 -3.10 1.06  0.1536
C: -1.50 -4.09 -1.16  -0.0651
H: -2.17 -4.77 -0.63  0.1195
H: -1.60 -4.26 -2.23  0.1205
C: -0.04 -4.30 -0.72  -0.1527
N: 0.72 -3.08 -0.88  0.0654
C: 0.94 -2.27 0.20  -0.4536
O: 0.79 -2.67 1.33  0.0648
C: 1.32 -0.87 -0.10  -0.1288
C: 1.08 0.06 0.91  -0.0165
C: 1.32 1.41 0.70  -0.1113
C: 1.80 1.82 -0.52  -0.6728
C: 2.08 0.91 -1.53  -0.1147
C: 1.83 -0.43 -1.32  -0.0187
H: 2.07 -1.13 -2.11  0.1134
H: 2.47 1.25 -2.48  0.1024
Br: 2.12 3.67 -0.83  0.7375
H: 1.12 2.13 1.48  0.1059
H: 0.70 -0.29 1.85  0.1247
H: 0.71 -2.67 -1.80  0.1289
H: 0.01 -4.54 0.35  0.1191
H: 0.42 -5.11 -1.29  0.1211

Q: Which of these has the lowest ΔE to the lowest compared entry with this formula, charge and spin?
A: C15H14BrN3O3